This record from the OMol25 dataset describes 11 unconnected molecules or ions with the total composition C63H143N5O11 at a distorted geometry. The level of theory is ωB97M-V/def2-TZVPD.

```
222
C63H143N5O11 (ωB97M-V/def2-TZVPD)
C -6.8422 -34.2268 -11.6511
C -7.3570 -34.6588 -10.2605
C -8.1765 -35.9777 -10.4203
C -8.3269 -36.6467 -9.0630
C -6.9514 -36.9365 -8.5088
C -6.1017 -35.7599 -8.1576
N -6.0220 -35.0109 -9.5096
O -5.2800 -33.7557 -9.2646
C -6.6046 -34.8933 -7.0587
C -4.6685 -36.2677 -7.7569
C -8.1778 -33.5737 -9.6277
H -6.2134 -35.0273 -12.0992
H -6.1727 -33.3573 -11.5581
H -7.7374 -33.9350 -12.2616
H -9.1221 -35.7746 -10.9695
H -7.6163 -36.6374 -11.1097
H -8.8143 -37.6031 -9.0585
H -8.8755 -36.0462 -8.3615
H -6.5316 -37.6146 -9.3050
H -6.9741 -37.5288 -7.5841
H -6.5067 -35.4136 -6.0731
H -6.1098 -33.9209 -7.0176
H -7.6792 -34.5994 -7.1353
H -4.1336 -35.4393 -7.2546
H -4.7812 -37.0698 -6.9801
H -4.2802 -36.6234 -8.7319
H -8.7136 -33.7554 -8.6655
H -8.8550 -33.2001 -10.3689
H -7.4288 -32.7345 -9.3987
H -4.4762 -33.7896 -9.7766
C -11.7289 -29.4491 -3.3904
C -10.2038 -29.1676 -3.3407
C -9.6199 -29.5691 -1.9535
C -8.1048 -29.5450 -1.9498
C -7.6757 -30.6058 -2.9957
C -8.1364 -30.2465 -4.4028
N -9.5927 -30.0261 -4.3354
O -10.1221 -29.6782 -5.6517
C -7.3635 -29.1154 -5.1257
C -7.9882 -31.5577 -5.1948
C -9.9831 -27.6801 -3.5680
H -12.2276 -29.0892 -2.4890
H -11.8873 -30.5516 -3.4102
H -12.3046 -29.0206 -4.2130
H -10.1519 -28.9532 -1.2236
H -10.0846 -30.5676 -1.7418
H -7.6830 -29.7380 -0.9497
H -7.8108 -28.5436 -2.3408
H -8.2369 -31.5082 -2.7611
H -6.6387 -30.8248 -3.0885
H -7.5602 -28.1415 -4.6399
H -6.2598 -29.2461 -5.1556
H -7.7673 -28.9877 -6.1432
H -6.9621 -31.9039 -5.3736
H -8.5853 -32.3568 -4.7193
H -8.4285 -31.3966 -6.2059
H -10.2843 -27.4838 -4.5766
H -8.9729 -27.3925 -3.4440
H -10.6981 -27.0665 -2.9400
H -10.5948 -30.4614 -5.9569
C -3.7306 -31.2079 -5.4303
C -3.7908 -30.6391 -6.8266
C -5.1019 -31.0500 -7.5262
C -5.3690 -30.2855 -8.8499
C -5.3412 -28.8044 -8.5602
C -3.9841 -28.3996 -7.9102
N -3.8144 -29.1935 -6.7125
O -2.7097 -28.7018 -6.0245
C -2.8370 -28.4612 -8.9100
C -4.0996 -26.9596 -7.5432
C -2.5414 -31.1279 -7.6247
H -2.7257 -31.0660 -5.0981
H -3.8339 -32.2619 -5.3352
H -4.3985 -30.7893 -4.7354
H -5.0290 -32.1052 -7.7303
H -5.8878 -30.7717 -6.8147
H -6.3368 -30.5699 -9.3095
H -4.6356 -30.5443 -9.6797
H -6.1609 -28.6074 -7.8146
H -5.6055 -28.2605 -9.4683
H -2.6607 -29.4304 -9.3458
H -3.1093 -27.8061 -9.7625
H -1.9050 -28.0177 -8.5599
H -4.8661 -26.7605 -6.7600
H -3.1783 -26.5347 -7.1562
H -4.3240 -26.4393 -8.4451
H -1.7227 -30.4391 -7.4620
H -2.7206 -31.1966 -8.7285
H -2.2770 -32.1902 -7.4143
H -3.1610 -28.2964 -5.2456
C -5.0104 -30.4074 -13.6763
C -4.5648 -29.0529 -13.2119
C -3.1432 -29.1916 -12.6326
C -2.3423 -27.8676 -12.4480
C -2.2498 -27.2166 -13.8348
C -3.6289 -26.8726 -14.3473
N -4.4158 -28.1588 -14.4478
O -5.6966 -27.7576 -14.9675
C -4.1642 -25.7563 -13.5847
C -3.5086 -26.3344 -15.7793
C -5.5710 -28.4215 -12.2545
H -4.4234 -30.5698 -14.5771
H -6.0521 -30.3518 -13.9303
H -4.8945 -31.2175 -12.9077
H -3.2249 -29.7332 -11.6605
H -2.5317 -29.7801 -13.3621
H -1.3108 -27.9936 -12.0742
H -2.6937 -27.1655 -11.6882
H -1.7585 -27.9672 -14.5530
H -1.6092 -26.3737 -13.8821
H -3.6210 -24.8514 -13.9218
H -5.1812 -25.6121 -13.8704
H -4.0528 -25.8030 -12.5171
H -4.4525 -26.1332 -16.2308
H -2.8127 -25.4560 -15.6895
H -2.9838 -27.0656 -16.4231
H -6.5034 -28.1435 -12.8360
H -5.1698 -27.4507 -11.8148
H -5.8440 -29.0171 -11.4123
H -5.8630 -28.3235 -15.6984
C -10.9847 -24.6713 -5.7711
C -10.2229 -23.4892 -6.3902
C -9.4849 -22.6007 -5.4253
C -8.0053 -22.9967 -5.0984
C -7.2305 -23.5240 -6.3550
C -8.0125 -24.6181 -7.0592
N -9.2643 -23.9824 -7.4048
O -10.0235 -24.8171 -8.3262
C -7.1967 -24.9414 -8.3552
C -8.0138 -25.8977 -6.3600
C -11.2697 -22.5813 -7.0607
H -11.3365 -25.3285 -6.5571
H -11.7324 -24.3915 -5.0321
H -10.3383 -25.2499 -5.1342
H -9.4828 -21.6081 -5.9063
H -10.0803 -22.4531 -4.5142
H -8.0511 -23.8575 -4.3579
H -7.4594 -22.1665 -4.5700
H -6.2637 -23.9151 -6.1783
H -7.1150 -22.6240 -6.9816
H -7.2686 -24.1104 -9.0284
H -6.1351 -25.1168 -8.1108
H -7.4218 -25.8467 -8.9868
H -8.7081 -26.6211 -6.7882
H -7.0212 -26.2849 -6.4559
H -8.3575 -25.7884 -5.3497
H -11.9222 -23.1654 -7.7017
H -10.8492 -21.8005 -7.7390
H -11.9456 -22.1577 -6.2977
H -10.1332 -24.3336 -9.1239
C -1.8975 -23.0153 -11.6251
C -1.9983 -23.2971 -10.1426
C -1.6668 -24.8116 -9.8065
O -0.9187 -22.4477 -9.4217
H -2.4974 -22.1570 -11.9884
H -2.4074 -23.7802 -12.2642
H -0.8646 -22.9955 -11.9116
H -2.9440 -22.8570 -9.7395
H -1.7056 -25.0285 -8.7416
H -0.7248 -25.0301 -10.3128
H -2.3895 -25.5391 -10.2271
H -1.2664 -21.5615 -9.6507
C -5.1952 -26.0933 -3.5803
C -3.9748 -26.7202 -2.8495
C -4.2139 -26.8707 -1.3272
O -3.7615 -27.8964 -3.5733
H -5.3690 -25.1084 -3.2383
H -6.0504 -26.7658 -3.3592
H -5.0764 -26.0486 -4.6729
H -3.1080 -26.0296 -2.9622
H -3.3287 -27.1484 -0.8203
H -4.9858 -27.5542 -1.1971
H -4.6022 -25.9712 -0.9182
H -3.0392 -28.4561 -3.1721
C -11.3567 -29.6205 -9.1262
C -10.2182 -28.6922 -9.3983
C -9.2504 -29.1375 -10.5047
O -10.8357 -27.4322 -9.6143
H -12.1244 -29.6172 -9.9361
H -11.8351 -29.3558 -8.1670
H -10.8790 -30.6255 -9.0244
H -9.5933 -28.6899 -8.4524
H -9.8617 -29.4423 -11.3838
H -8.5632 -29.8737 -10.1930
H -8.6841 -28.2417 -10.7920
H -10.3633 -26.7431 -9.1503
C -4.1748 -35.3244 -1.8011
C -5.5237 -35.3870 -2.4093
C -6.6982 -35.3581 -1.4470
O -5.6057 -34.3701 -3.3972
H -3.9413 -36.2489 -1.2564
H -4.1193 -34.4957 -1.0608
H -3.4346 -35.2447 -2.5570
H -5.5615 -36.3623 -2.9207
H -7.6545 -35.6073 -1.9787
H -6.7760 -34.4018 -0.9223
H -6.4548 -36.1868 -0.7552
H -6.4878 -34.4276 -3.8216
C 0.3570 -27.2843 -5.3029
C 0.6959 -28.7803 -5.5677
C 2.0342 -29.2259 -5.2364
O -0.3354 -29.4554 -4.8015
H 0.5818 -26.9769 -4.2726
H -0.6884 -27.0581 -5.4091
H 0.9032 -26.7354 -5.9944
H 0.6421 -28.9887 -6.6351
H 2.2905 -28.9174 -4.1619
H 2.7791 -28.6703 -5.8440
H 2.0940 -30.3076 -5.4437
H -1.1728 -29.3189 -5.3692
C -0.7444 -30.5252 -0.6664
C -1.6270 -30.5584 -1.9581
C -3.1377 -30.8556 -1.5919
O -1.5855 -29.2018 -2.5680
H 0.2882 -30.1734 -0.8660
H -0.7840 -31.5122 -0.2091
H -1.1641 -29.7758 0.0055
H -1.2487 -31.2230 -2.7381
H -3.4502 -30.3157 -0.6660
H -3.4097 -31.9429 -1.3972
H -3.8555 -30.5205 -2.3734
H -0.8971 -29.2720 -3.2614
```

For the orbital gap, the calculation gives 8.903 eV. For the LUMO energy, the calculation gives 0.54 eV. As for the total charge: 0. The relative energy (zero: lowest compared OMol25 entry of this formula, charge and spin) is 194.87 kJ/mol.